Entry 1:
The following is a quantum chemistry calculation of a molecular structure, C4H4I2 in a non-equilibrium geometry, from OMol25.

```
10
Properties=species:S:1:pos:R:3:forces:R:3
C 0.5422 -0.5101 -0.6062 1.8830 -0.8530 -0.9540
C -0.2786 -0.6717 0.4419 -0.3974 -2.7880 -1.0355
C 0.4833 1.0089 -0.5287 0.5392 -1.2883 0.2539
C -0.4811 0.7250 0.6571 -1.4712 2.3009 0.3920
I 2.2704 1.9839 0.0752 0.2515 0.0655 0.0526
I -2.7788 1.5622 0.0858 1.9733 -0.7564 0.5796
H 1.1805 -1.2006 -1.3158 -1.4720 1.4332 1.7062
H -0.6732 -1.6061 0.8639 0.0727 0.7655 0.1036
H 0.2614 1.4170 -1.4876 -0.9755 0.8951 -0.1493
H -0.2878 1.1227 1.6761 -0.4036 0.2257 -0.9491
```
Positions in Å, forces in eV/Å.

Summary:
* energy above the lowest of the compared OMol25 structures with the same formula, charge and spin: 18.6 kcal/mol
* total energy: -20411.616 eV
* E_HOMO: -9.35 eV

natural (NBO) atomic charge list, values in e, 5 entries:
1 C -0.13
2 C -0.26
3 C -0.39
4 C -0.15
5 I 0.09


Entry 2:
The following is a quantum chemistry calculation of a molecular structure, C4H4I2O in a non-equilibrium geometry, from OMol25.

```
11
Properties=species:S:1:pos:R:3:forces:R:3
C 0.7342 0.6810 -1.9249 -3.8596 2.0408 1.4911
C -1.1459 -1.0557 0.9347 0.5742 3.1226 1.9479
C 0.7776 0.5485 -0.6008 1.4207 -1.1479 -0.8400
C -0.8319 0.0667 1.5215 2.0269 0.8039 -2.8803
O 0.1832 1.1233 0.3629 -2.6974 -0.5557 2.8636
I 2.3841 -0.7923 -0.0728 0.4257 -0.2870 0.5872
I -0.8436 0.9830 3.2975 -0.1049 0.1420 0.0596
H 1.5182 0.3252 -2.4525 1.8725 -1.1191 -1.9776
H -0.1321 1.2394 -2.3652 1.1008 -0.4025 0.2600
H -1.7606 -1.7634 1.2782 -2.3550 -2.3598 2.4027
H -0.8831 -1.3558 0.0214 1.5959 -0.2373 -3.9141
```
Positions in Å, forces in eV/Å.

Summary:
* energy above the lowest of the compared OMol25 structures with the same formula, charge and spin: 66.1 kcal/mol
* total energy: -22457.215 eV
* E_HOMO: -8.55 eV

natural (NBO) atomic charge list, values in e, 5 entries:
1 C -0.49
2 C -0.46
3 C 0.26
4 C 0.06
5 O -0.58


Entry 3:
The following is a quantum chemistry calculation of a molecular structure, C4H4I2O2 in a non-equilibrium geometry, from OMol25.

```
12
Properties=species:S:1:pos:R:3:forces:R:3
C -0.8247 -2.7052 -1.4362 -1.2499 -2.0224 0.1629
C 0.0505 -0.9684 0.8193 -2.4102 1.0920 0.3361
C -0.8313 -1.8296 1.2913 -0.3906 -0.1422 0.1152
C -0.2411 0.4105 0.3148 -1.3777 1.4991 0.9425
O -1.3960 -3.6790 -1.1437 0.4638 0.6161 -0.1341
O -0.2787 -1.7579 -1.7732 0.8051 1.2181 -0.6891
I -0.2315 -3.6029 2.2246 -0.2303 0.1703 -0.1129
I -2.9152 -1.3681 1.0634 0.7439 -0.3815 0.3838
H 1.0904 -1.0483 0.8096 1.5216 -1.1945 0.5254
H -1.1511 0.7151 -0.3059 1.1955 -1.0774 0.8838
H 0.6497 0.5581 -0.2159 0.9811 1.2281 -1.2984
H -0.2132 1.1384 1.2036 -0.0522 -1.0057 -1.1150
```
Positions in Å, forces in eV/Å.

Summary:
* energy above the lowest of the compared OMol25 structures with the same formula, charge and spin: 15.2 kcal/mol
* total energy: -24508.434 eV
* E_HOMO: -9.02 eV

natural (NBO) atomic charge list, values in e, 5 entries:
1 C 1.04
2 C -0.25
3 C -0.39
4 C -0.66
5 O -0.52


Entry 4:
The following is a quantum chemistry calculation of a gas-phase ion, C4H4IN2O2 (charge -1) in a non-equilibrium geometry, from OMol25.

```
13
Properties=species:S:1:pos:R:3:forces:R:3
C -0.2650 1.3200 -0.4733 0.1362 1.6157 -0.9565
C 2.6405 -0.7104 -1.3214 -1.2706 -0.2571 -0.7337
C 0.3893 -1.0539 -0.3196 -1.4102 0.8752 0.6774
C -1.6606 -0.2083 0.7675 3.5303 1.7551 3.2107
N 1.4367 -0.8608 -1.0898 1.9451 0.2574 -1.1013
N -0.5070 0.0525 -0.1323 -0.5963 -0.8634 1.2575
O -0.8572 2.3367 -0.1741 -1.3201 -0.0423 1.2549
O 0.0617 -2.0915 0.1909 0.0133 -1.0836 0.3669
I 3.7896 0.2963 0.5853 0.3044 0.3069 0.7977
H -1.2357 -0.3640 1.9229 -1.0816 -0.3854 -3.0911
H -2.1026 0.7742 0.9063 -0.8778 -0.2778 -0.6386
H -2.1537 -1.0200 0.3330 -1.3247 -1.0383 0.0696
H 0.4640 1.5292 -1.1955 1.9520 -0.8624 -1.1135
```
Positions in Å, forces in eV/Å.

Summary:
* energy above the lowest of the compared OMol25 structures with the same formula, charge and spin: 0.0 kcal/mol
* total energy: -19389.025 eV
* total charge: -1
* E_HOMO: -3.69 eV

natural (NBO) atomic charge list, values in e, 5 entries:
1 C 0.54
2 C 0.20
3 C 0.79
4 C -0.42
5 N -0.68


Question: energy above the lowest of the compared OMol25 structures with the same formula, charge and spin of number 2 (C4H4I2O)?
Answer: 66.1 kcal/mol


Question: Among the records above, which one has the lowest total energy?
Answer: C4H4I2O2


Question: What is the total energy in the fourth record?
Answer: -19389.025 eV